Record 1
# C12H17Cl15F3NO3

7 unconnected molecules or ions with the total composition C12H17Cl15F3NO3 in a non-equilibrium geometry (the ωB97M-V functional and the def2-TZVPD basis, OMol25).

Output
highest occupied orbital energy: -9.42 eV
total energy: -216339.58712 eV
SMILES: CCOC(=O)C(F)(F)F.ClC(Cl)Cl.ClC(Cl)Cl.ClC(Cl)Cl.ClC(Cl)Cl.ClC(Cl)Cl.CN(C)C=O
F_max: 4.26 eV/Å
HOMO-LUMO gap: 9.61 eV

Element x y z (Å)
1 C 7.5338 -3.0808 -4.4745
2 C 6.6817 -3.1590 -3.1908
3 O 5.4975 -3.8603 -3.3916
4 C 4.6469 -4.2246 -2.3436
5 O 4.9520 -4.2009 -1.1420
6 C 3.2511 -4.6334 -2.8445
7 F 3.3493 -5.7772 -3.4907
8 F 2.4652 -4.8772 -1.7985
9 F 2.7413 -3.6761 -3.6725
10 H 6.8834 -2.5920 -5.1999
11 H 7.6787 -4.1060 -4.8152
12 H 8.5015 -2.5910 -4.3657
13 H 6.4663 -2.1924 -2.7353
14 H 7.2371 -3.6774 -2.4093
15 Cl 4.3042 5.1057 5.1820
16 C 5.7064 5.2383 4.0635
17 Cl 5.1431 5.7720 2.4729
18 Cl 6.6388 3.7315 4.0072
19 H 6.3629 6.0161 4.4536
20 Cl -1.6815 6.6654 -5.5691
21 C -2.9756 6.1238 -6.6921
22 Cl -4.5132 5.9259 -5.9117
23 Cl -2.2725 4.6457 -7.4970
24 H -3.0097 6.8536 -7.5010
25 Cl -1.0730 -3.1054 7.8298
26 C -2.6201 -3.8943 8.0381
27 Cl -2.6605 -4.8009 9.5691
28 Cl -3.0686 -4.8636 6.6229
29 H -3.3984 -3.1359 8.1231
30 Cl -7.4129 4.2262 3.7532
31 C -6.7927 4.2815 2.0587
32 Cl -5.3721 5.3785 1.9355
33 Cl -8.0649 4.8440 0.9196
34 H -6.4708 3.2637 1.8384
35 Cl -8.9750 -2.6675 3.8188
36 C -9.0395 -3.1068 2.0493
37 Cl -9.9866 -2.0271 1.0537
38 Cl -9.5976 -4.7819 2.0523
39 H -8.0332 -3.0257 1.6382
40 C 0.8219 1.4295 -1.0930
41 N -0.0186 0.5926 -0.2641
42 C 0.3804 0.5594 1.1637
43 C -1.2296 0.2869 -0.7748
44 O -2.2036 -0.1379 -0.1211
45 H 0.7648 2.4997 -0.8944
46 H 0.5041 1.4525 -2.1353
47 H 1.8741 1.1533 -1.0232
48 H 1.3784 0.1328 1.2646
49 H 0.4178 1.5452 1.6273
50 H -0.3532 -0.0837 1.6499
51 H -1.3597 0.5552 -1.8347

=====

Record 2
# C12H17N

2 unconnected molecules or ions with the total composition C12H17N in a non-equilibrium geometry (the ωB97M-V functional and the def2-TZVPD basis, OMol25).

Output
highest occupied orbital energy: -7.98 eV
total energy: -14209.17400 eV
SMILES: Cc1c[nH]c2ccccc12.CCC
F_max: 2.56 eV/Å
HOMO-LUMO gap: 8.88 eV

Element x y z (Å)
1 C -0.1026 3.5523 0.7010
2 C -0.6602 2.1628 0.6576
3 C -1.0486 1.2907 1.5985
4 N -1.8542 0.2789 1.1121
5 C -1.8778 0.4149 -0.2830
6 C -2.1866 -0.5491 -1.2608
7 C -1.8484 -0.2796 -2.5634
8 C -1.1746 0.9265 -2.9266
9 C -0.8641 1.8233 -1.9500
10 C -1.2245 1.6185 -0.5849
11 H -0.6632 4.2841 0.1237
12 H 0.9053 3.5992 0.2684
13 H 0.0097 3.8816 1.7337
14 H -0.6668 1.1623 2.6048
15 H -2.5943 -0.1695 1.6366
16 H -2.8948 -1.3481 -1.0755
17 H -2.2489 -0.9253 -3.3334
18 H -0.7710 0.9953 -3.9237
19 H -0.3434 2.7619 -2.1162
20 C 2.3364 -2.0983 -0.3432
21 C 2.3435 -1.8439 1.1784
22 C 1.4341 -2.8760 1.8616
23 H 1.5258 -1.5927 -0.8658
24 H 3.3021 -1.7780 -0.7557
25 H 2.3227 -3.1568 -0.6148
26 H 1.9146 -0.8722 1.4173
27 H 3.3891 -1.9442 1.4559
28 H 1.4220 -2.5965 2.9140
29 H 1.7244 -3.9232 1.7968
30 H 0.3943 -2.7987 1.5366

=====

Record 3
# C12H17N

2 unconnected molecules or ions with the total composition C12H17N in a non-equilibrium geometry (the ωB97M-V functional and the def2-TZVPD basis, OMol25).

Output
highest occupied orbital energy: -7.76 eV
total energy: -14208.47194 eV
SMILES: Cc1c[nH]c2ccccc12.CCC
F_max: 6.08 eV/Å
HOMO-LUMO gap: 8.65 eV

Element x y z (Å)
1 C -1.4671 -1.9042 -2.3281
2 C -0.7244 -1.5016 -1.1535
3 C -1.2150 -1.1918 0.0945
4 N -0.1935 -1.0878 1.0390
5 C 1.0178 -1.1820 0.3711
6 C 2.2720 -1.0732 0.9272
7 C 3.3462 -1.3481 0.0272
8 C 3.1177 -1.6426 -1.3271
9 C 1.8189 -1.7938 -1.7983
10 C 0.7490 -1.5324 -0.9906
11 H -0.7824 -2.3286 -3.1214
12 H -2.0116 -0.9767 -2.7085
13 H -2.2337 -2.6839 -2.0320
14 H -2.1950 -0.8077 0.3269
15 H -0.3009 -1.2918 1.9747
16 H 2.4815 -0.6872 1.9335
17 H 4.3421 -1.3088 0.3689
18 H 3.9906 -1.6427 -1.9776
19 H 1.6356 -2.1305 -2.8560
20 C -0.9080 2.7092 2.5150
21 C -0.7754 2.8248 0.9430
22 C -1.8336 2.2393 0.1484
23 H -1.6415 3.5732 2.7240
24 H -0.0419 2.6208 3.0595
25 H -1.6914 2.0407 2.7759
26 H -0.4841 3.8177 0.7090
27 H 0.1332 2.1573 0.6852
28 H -2.8713 2.5332 0.3934
29 H -1.6896 2.4143 -0.9484
30 H -1.8442 1.1846 0.2251

=====

Record 4
# C12H17N

2 unconnected molecules or ions with the total composition C12H17N in a non-equilibrium geometry (the ωB97M-V functional and the def2-TZVPD basis, OMol25).

Output
highest occupied orbital energy: -7.81 eV
total energy: -14209.70603 eV
SMILES: CCc1c[nH]c2ccccc12.CC
F_max: 2.19 eV/Å
HOMO-LUMO gap: 8.66 eV

Element x y z (Å)
1 C 1.5921 1.4236 2.3008
2 C 1.1351 0.0722 1.7016
3 C 1.1356 0.1454 0.1967
4 C 1.0615 1.3040 -0.5100
5 N 1.2208 1.0730 -1.8610
6 C 1.3160 -0.2879 -2.0603
7 C 1.5148 -1.0630 -3.2052
8 C 1.6358 -2.4278 -3.0528
9 C 1.5312 -3.0479 -1.8028
10 C 1.3883 -2.2722 -0.6726
11 C 1.2698 -0.8914 -0.7983
12 H 0.7507 2.1155 2.2616
13 H 2.4424 1.7842 1.7436
14 H 1.7431 1.3435 3.3827
15 H 1.7473 -0.7295 2.1301
16 H 0.0976 -0.1190 1.9974
17 H 0.8789 2.3267 -0.2107
18 H 0.9111 1.7578 -2.5368
19 H 1.5557 -0.6401 -4.2025
20 H 1.8082 -3.0037 -3.9608
21 H 1.4885 -4.1225 -1.7107
22 H 1.3565 -2.6710 0.3296
23 C -3.4735 1.6573 1.3927
24 C -3.9023 0.2197 1.1906
25 H -2.5093 1.9709 0.9762
26 H -4.1717 2.4345 1.0658
27 H -3.4614 2.0525 2.4211
28 H -3.6610 -0.1104 0.1853
29 H -3.4298 -0.4137 1.9472
30 H -4.9722 0.1195 1.3615